1.
The following is a DFT calculation (wB97M-V/def2-TZVPD) of C12H24AsF6O6W as an isolated structure.

Properties
* orbital gap (spin up / spin down): 7.65 / 9.27 eV
* ⟨S²⟩: 0.75
* spin multiplicity: 2
* relative energy (zero: lowest compared OMol25 entry of this formula, charge and spin): 0.0 kcal/mol
* net charge: +4
* energy: -3823.47741 Ha

Cartesian coordinates (Å):
W 0.12128 -0.30458 0.31993
C -2.53425 1.26298 0.86975
C -1.44338 2.32424 0.95473
O -0.11620 1.58224 0.89575
C 1.06556 2.50489 0.64133
C 1.36461 2.32534 -0.81705
O 1.30315 0.86545 -0.98431
C 1.65666 0.36059 -2.33256
C 1.52002 -1.16680 -2.24965
O 1.50332 -1.51157 -0.79737
C 2.89946 -1.57858 -0.30707
C 2.80670 -1.68576 1.17779
O 1.75012 -0.70427 1.58118
C 1.25048 -0.99714 2.95535
C 0.30484 -2.16133 2.81068
O -0.44454 -1.88049 1.55326
C -1.87950 -2.32217 1.56614
C -2.65614 -1.23611 0.83332
O -1.83137 -0.02221 1.00583
H -3.05665 1.27283 -0.08515
H -3.23212 1.33469 1.70328
H -1.41800 2.87701 1.89124
H -1.44777 2.98088 0.08761
H 1.85314 2.14753 1.30187
H 0.76249 3.51293 0.92010
H 2.37326 2.66964 -1.05402
H 0.63255 2.77720 -1.48486
H 2.67262 0.69964 -2.52905
H 0.95970 0.78725 -3.05186
H 2.35648 -1.69795 -2.69903
H 0.59407 -1.53626 -2.67112
H 3.41627 -0.67641 -0.63279
H 3.36808 -2.46300 -0.74037
H 3.73075 -1.40148 1.68101
H 2.47839 -2.67171 1.50003
H 0.75853 -0.08401 3.29280
H 2.10700 -1.20182 3.59880
H -0.40090 -2.19040 3.64002
H 0.77006 -3.13841 2.69816
H -2.16501 -2.39110 2.61256
H -1.94685 -3.29541 1.08336
H -3.62737 -1.06196 1.29699
H -2.77690 -1.41053 -0.23374
F -0.82451 -0.69772 -1.21599
As -2.48376 1.54911 -3.50834
F -1.32276 1.80111 -2.14540
F -3.46219 0.85074 -2.31709
F -2.43861 3.19176 -3.73412
F -3.58437 1.23940 -4.71457
F -1.28642 0.57171 -4.16737

---

2.
The following is a DFT calculation (wB97M-V/def2-TZVPD) of a 2-piece molecular cluster, C12H24B3F2N3O11 overall in a non-equilibrium geometry.

Properties
* orbital gap: 8.13 eV
* energy: -1738.05023 Ha

Cartesian coordinates (Å):
C -3.60327 -1.45714 3.95885
C -2.60954 -2.53380 3.32129
C -1.16065 -2.49926 3.97313
O -0.65609 -1.16219 4.15498
C 0.49429 -0.91554 3.33337
C 0.04502 -0.64895 1.84271
N -0.15214 0.84640 1.72679
C 0.10490 1.31682 0.38798
N 0.62948 2.54123 0.26481
N -0.24042 0.52780 -0.73199
C 0.03010 1.22981 -2.01773
B -1.23553 2.17051 -2.45540
O -2.24974 1.72853 -3.35797
O -1.30522 3.47674 -1.87250
C 0.35856 -0.83447 -0.66643
C -0.80664 -1.87705 -0.97506
O -1.83814 -1.30003 -1.81778
O -3.03444 -1.86304 -1.34363
C 1.05703 -1.11625 0.74130
B 1.41193 -2.69097 0.75840
O 0.53149 -3.72928 1.12617
O 2.73521 -3.06564 0.35074
H -4.40081 -2.04623 4.49753
H -3.09782 -0.70947 4.61780
H -4.14380 -0.94413 3.11194
H -3.08091 -3.55340 3.44433
H -2.59375 -2.34790 2.21000
H -0.42570 -3.06574 3.34447
H -1.27680 -2.99416 4.98415
H 0.91921 0.06047 3.71564
H 1.30854 -1.67761 3.45720
H -0.98048 -1.08907 1.67716
H -1.07506 1.11735 2.07234
H 0.22324 3.27113 0.85226
H 1.39985 2.77103 -0.37489
H 1.00692 1.78497 -2.02967
H 0.10510 0.44401 -2.83074
H -2.99331 1.44883 -2.80124
H -1.68976 3.41373 -0.98438
H 1.14967 -1.02246 -1.44626
H -1.34316 -2.22062 -0.04446
H -0.42245 -2.82074 -1.46744
H -3.75561 -1.22608 -1.47625
H 2.00995 -0.53385 0.86442
H 0.95361 -4.53769 0.77824
H 3.29715 -2.30590 0.57754
B 3.17398 3.48660 -5.32504
O 2.17127 3.30758 -4.24795
C 2.82052 3.26666 -3.10672
O 2.28673 3.12660 -2.02471
C 4.27270 3.41325 -3.35121
O 5.13343 3.41489 -2.50829
O 4.48609 3.54244 -4.65022
F 2.92809 4.69212 -6.02043
F 3.12720 2.38915 -6.21711

---

3.
The following is a DFT calculation (wB97M-V/def2-TZVPD) of a 3-piece molecular cluster, C12H24BN2O6 overall.

Properties
* orbital gap: 5.27 eV
* net charge: -1
* energy: -1057.49445 Ha

Cartesian coordinates (Å):
C 1.73223 -1.56309 -1.39072
C 2.25439 -0.65021 -2.50111
N 3.55888 -1.07205 -2.99216
B 4.75135 -0.72567 -2.04305
C 5.01452 0.91897 -1.90909
C 4.26626 1.58917 -0.80043
N 4.38249 2.81410 -0.45655
H 2.53549 -1.87147 -0.72737
H 1.26943 -2.44279 -1.84586
H 0.96278 -1.03972 -0.82199
H 1.52879 -0.69757 -3.32613
H 2.23090 0.39388 -2.14137
H 3.70566 -0.58665 -3.87051
H 5.78190 -1.23917 -2.51062
H 4.57397 -1.19172 -0.91662
H 6.08237 1.12205 -1.77912
H 4.73168 1.40854 -2.85123
H 3.57376 0.93995 -0.24884
H 3.75497 2.99148 0.32791
C -3.19486 2.51584 -0.16488
C -1.71806 2.41081 -0.43649
C -1.21774 0.99576 -0.63500
O 0.12118 1.06446 -0.13643
C 0.18566 2.07402 0.75882
O 1.09386 2.28252 1.49358
O -0.95320 2.81499 0.71584
H -3.43143 2.00033 0.76400
H -3.50359 3.55678 -0.05937
H -3.76922 2.05830 -0.96813
H -1.41513 3.05030 -1.27034
H -1.20749 0.67205 -1.67257
H -1.77891 0.27783 -0.03262
C -2.42636 -1.78393 3.92103
C -3.69065 -1.69238 3.10675
C -4.03461 -2.92362 2.29198
O -4.72758 -2.36683 1.16616
C -4.29203 -1.09708 0.99929
O -4.49262 -0.42270 0.04347
O -3.56187 -0.70404 2.06780
H -1.56198 -1.90443 3.26780
H -2.27731 -0.87947 4.50860
H -2.47915 -2.63409 4.60181
H -4.53825 -1.39801 3.73226
H -4.67929 -3.62770 2.81100
H -3.14114 -3.43771 1.93053

---

4.
The following is a DFT calculation (wB97M-V/def2-TZVPD) of a 6-piece molecular cluster, C12H24Br12 overall in a non-equilibrium geometry.

Properties
* orbital gap: 10.04 eV
* relative energy (zero: lowest compared OMol25 entry of this formula, charge and spin): 23.8 kcal/mol
* SMILES: BrCCBr.BrCCBr.BrCCBr.BrCCBr.BrCCBr.BrCCBr
* energy: -31359.78901 Ha

Cartesian coordinates (Å):
Br -6.71988 -3.04093 -2.08076
C -6.50132 -1.21887 -1.48717
C -5.19013 -0.98611 -0.76273
Br -4.75259 0.94939 -0.59431
H -7.39619 -0.96751 -0.90474
H -6.56636 -0.63935 -2.42089
H -4.41001 -1.25542 -1.45182
H -5.20134 -1.38394 0.22938
Br -4.15788 2.27555 4.41985
C -3.45862 0.80688 3.26492
C -2.19105 0.30156 3.92770
Br -2.72527 -0.50641 5.69696
H -3.16515 1.26797 2.36789
H -4.21370 0.02957 3.24084
H -1.52004 1.10147 4.20476
H -1.84312 -0.56509 3.39480
Br 0.99830 3.68175 2.98109
C 2.54403 3.11715 2.04621
C 2.69977 4.09471 0.88148
Br 4.03285 3.56173 -0.39320
H 2.47604 2.08924 1.75010
H 3.39587 3.18987 2.67355
H 3.12778 4.97840 1.36461
H 1.78146 4.34078 0.33635
Br 2.33198 -4.36012 -2.95766
C 0.91323 -3.18072 -3.64084
C 1.38459 -1.76973 -3.57899
Br 0.09555 -0.58260 -4.43726
H 0.03886 -3.28007 -3.02587
H 0.83085 -3.53548 -4.63532
H 2.31555 -1.66097 -4.13414
H 1.50136 -1.40376 -2.55538
Br -0.46023 -2.07622 0.37817
C -0.91316 -0.43093 -0.49176
C -0.34795 0.85608 0.12488
Br -0.59782 2.32629 -1.10060
H -1.98033 -0.48097 -0.66958
H -0.39632 -0.58671 -1.43581
H 0.74604 0.76944 0.31337
H -0.78392 1.13987 1.05653
Br 7.71619 -0.97241 -0.93425
C 5.92404 -1.42103 -0.49869
C 5.16302 -0.28844 0.01876
Br 3.32852 -0.82284 0.33616
H 5.88318 -2.25185 0.20221
H 5.58571 -1.76033 -1.43787
H 5.22859 0.58719 -0.64084
H 5.44902 -0.03609 1.05994

---

5.
The following is a DFT calculation (wB97M-V/def2-TZVPD) of a 4-piece molecular cluster, C12H24Br4O2 overall in a non-equilibrium geometry.

Properties
* orbital gap: 9.92 eV
* relative energy (zero: lowest compared OMol25 entry of this formula, charge and spin): 0.0 kcal/mol
* SMILES: C1CCOC1.C1CCOC1.BrCCBr.BrCCBr
* energy: -10918.08265 Ha

Cartesian coordinates (Å):
C 7.00223 1.50150 -1.59350
C 6.12193 1.80053 -2.87053
C 4.96659 2.60741 -2.33844
O 4.65925 1.98406 -1.06937
C 5.86762 1.47206 -0.49143
H 7.77664 2.26391 -1.50917
H 7.50333 0.53361 -1.60653
H 5.70794 0.86786 -3.25374
H 6.60766 2.37152 -3.66180
H 4.16246 2.67012 -3.07160
H 5.20098 3.65176 -2.13228
H 5.54054 0.48222 -0.17310
H 6.24236 2.08054 0.33163
C -5.88538 -1.91545 1.95412
C -6.38845 -1.73580 0.56567
C -6.33838 -3.18199 0.09059
O -6.54151 -3.99549 1.27509
C -6.66144 -3.13846 2.49104
H -5.98095 -1.06537 2.62964
H -4.82798 -2.07850 1.74572
H -5.82965 -1.01757 -0.03432
H -7.38814 -1.31646 0.45221
H -5.35486 -3.42495 -0.31163
H -6.97632 -3.29610 -0.78583
H -6.27826 -3.57999 3.41099
H -7.70171 -2.86647 2.66980
Br 3.66249 1.72808 4.42174
C 1.80510 0.94282 4.34629
C 1.13789 1.39090 3.08674
Br -0.68583 0.59983 3.17548
H 1.27299 1.12038 5.28087
H 2.03113 -0.12298 4.37924
H 1.59002 0.87979 2.23677
H 1.04746 2.47449 3.01102
Br -0.94818 -2.40860 -3.25387
C -1.33050 -0.64404 -2.45162
C -0.50549 0.44598 -3.21315
Br -0.68492 2.25422 -2.36322
H -0.89883 -0.73752 -1.45512
H -2.40579 -0.46588 -2.44077
H -0.87541 0.50123 -4.23696
H 0.58137 0.36682 -3.23664